*1*
{"formula": "C4H12NO", "method": "ωB97M-V/def2-TZVPD", "elements": ["C", "N", "C", "C", "C", "H", "H", "H", "H", "H", "H", "H", "H", "H", "H", "H", "H", "O"], "positions_angstrom": [[0.6730, 1.9931, 0.9763], [-0.3980, 2.7842, 0.3958], [-0.9555, 1.9697, -0.8437], [-0.4220, 0.5860, -0.7219], [0.9314, 0.8097, -0.0275], [0.4898, 1.5987, 1.9486], [1.6090, 2.6181, 0.8587], [-1.0458, 2.8743, 1.1828], [-0.2883, 3.7411, 0.0415], [-2.0744, 2.2485, -0.6776], [-0.7136, 2.3789, -1.9394], [-0.0809, 0.2771, -1.6773], [-1.0922, -0.1333, -0.1894], [1.1185, -0.1604, 0.4795], [1.8360, 0.9411, -0.6976], [0.7689, -7.2618, 0.6680], [0.1898, -5.8883, 0.2318], [0.0885, -6.8593, 0.0876]], "lumo_ev": -3.59, "homo_lumo_gap_ev": 9.60, "multiplicity": 1, "total_charge": 1, "homo_ev": -13.191}

*2*
{"formula": "C4H12NO", "method": "ωB97M-V/def2-TZVPD", "elements": ["C", "C", "C", "C", "N", "H", "H", "H", "H", "H", "H", "H", "H", "H", "H", "H", "H", "O"], "positions_angstrom": [[-1.3153, -1.8435, 2.3314], [-0.9547, -0.7180, 1.3398], [-0.0299, -1.2455, 0.2758], [0.9674, 0.7376, -0.7530], [1.1259, -0.3183, -0.0659], [-2.2062, -1.6055, 2.9030], [-0.5139, -2.1318, 3.0146], [-1.5415, -2.7515, 1.7596], [-0.4757, 0.0583, 1.9395], [-1.8862, -0.2438, 1.0310], [-0.4828, -1.4289, -0.6953], [0.4729, -2.1163, 0.6899], [-0.0410, 1.0239, -1.0478], [1.7095, 1.4583, -1.0784], [1.9406, -0.3672, 0.5368], [0.0061, 3.6685, -3.0059], [0.9714, 2.4932, -3.2394], [0.2629, 2.7998, -2.6806]], "lumo_ev": -5.04, "homo_lumo_gap_ev": 10.43, "multiplicity": 1, "total_charge": 1, "homo_ev": -15.464}

*3*
{"formula": "C4H12NO", "method": "ωB97M-V/def2-TZVPD", "elements": ["C", "C", "C", "C", "N", "H", "H", "H", "H", "H", "H", "H", "H", "H", "H", "H", "H", "O"], "positions_angstrom": [[-0.6190, 0.5576, 2.5614], [-1.2703, 0.9805, 1.2662], [-0.5655, 0.3331, 0.0703], [0.2521, 1.0203, -0.7330], [0.9828, 0.4292, -1.9345], [0.2960, -0.0564, 2.5454], [-1.3606, 0.1185, 3.2400], [-0.2462, 1.4352, 3.0826], [-1.3545, 2.0458, 1.2131], [-2.2941, 0.5733, 1.1379], [-0.6244, -0.7402, -0.1003], [0.5657, 2.0354, -0.6467], [1.2133, -0.5510, -1.7944], [0.4332, 0.4834, -2.8028], [1.8244, 0.9554, -2.1864], [1.6392, -2.7156, -1.0765], [0.5449, -3.5208, -0.7274], [0.6804, -2.5761, -0.9208]], "lumo_ev": -3.51, "homo_lumo_gap_ev": 10.91, "multiplicity": 1, "total_charge": 1, "homo_ev": -14.422}

Most stable to least stable: *3*, *2*, *1*

*1*
{"formula": "C4H8N3", "method": "ωB97M-V/def2-TZVPD", "elements": ["C", "C", "C", "C", "N", "N", "N", "H", "H", "H", "H", "H", "H", "H", "H"], "positions_angstrom": [[-1.6727, -1.0651, 0.0867], [-1.4774, 0.0385, -0.9857], [0.9026, -1.2029, 0.2993], [0.6953, 0.3176, 0.0873], [0.1888, -2.0409, -0.2981], [-1.3899, -0.1397, 0.9795], [-0.6398, 0.7527, 0.0753], [-0.8989, -0.2984, -1.8983], [-2.4368, 0.4173, -1.3549], [-0.5925, -2.0849, 0.6462], [1.6644, -1.4474, 1.0986], [1.4787, 0.8594, 0.7651], [1.0301, 0.4378, -0.8967], [-1.2220, -0.2246, 1.9769], [-0.7978, 1.8214, 0.0763]], "lumo_ev": [-5.02, -5.02], "homo_lumo_gap_ev": [8.05, 8.05], "multiplicity": 1, "total_charge": 1, "homo_ev": [-13.071, -13.071]}

*2*
{"formula": "C4H8N3", "method": "ωB97M-V/def2-TZVPD", "elements": ["C", "C", "C", "C", "N", "N", "N", "H", "H", "H", "H", "H", "H", "H", "H"], "positions_angstrom": [[-2.4645, 0.3154, 0.5184], [1.4034, 0.2451, -0.1408], [-1.6877, -0.9532, 0.0943], [-1.0671, 0.0879, -0.7549], [-1.6544, 1.1551, -0.0419], [1.9157, 1.4047, -0.0348], [1.9872, -0.8925, 0.0457], [-3.4070, 0.5157, 1.1453], [-1.0429, -1.2754, 1.0495], [-2.0635, -1.7589, -0.3616], [-0.7399, 0.0444, -1.8365], [1.4537, 2.2467, -0.0289], [2.8146, 1.5664, 0.3024], [1.4431, -1.6640, 0.0336], [3.1093, -1.0374, 0.0102]], "lumo_ev": [-4.92, -4.92], "homo_lumo_gap_ev": [8.42, 8.42], "multiplicity": 1, "total_charge": 1, "homo_ev": [-13.342, -13.342]}

Most stable to least stable: *2*, *1*

*1*
{"formula": "CH3ClS2", "method": "ωB97M-V/def2-TZVPD", "elements": ["C", "S", "S", "Cl", "H", "H", "H"], "positions_angstrom": [[1.0650, 0.0968, -0.1960], [0.2777, 0.8828, 1.2862], [-2.0395, -0.8226, 0.8891], [-2.8030, -0.1641, -0.8265], [1.0665, -0.9586, 0.0313], [1.9217, 0.6106, -0.0684], [0.5116, 0.3551, -1.1157]], "lumo_ev": [-0.25, -2.90], "homo_lumo_gap_ev": [8.30, 5.65], "multiplicity": 3, "s2": 2.01, "homo_ev": [-8.543, -8.546]}

*2*
{"formula": "CH3ClS2", "method": "ωB97M-V/def2-TZVPD", "elements": ["C", "S", "S", "Cl", "H", "H", "H"], "positions_angstrom": [[-0.3046, 0.0445, 0.1935], [0.7287, 1.3580, -0.3985], [0.1624, -1.6127, -0.2471], [-2.0082, 0.3027, -0.0118], [-0.1989, -0.0482, 2.1498], [0.1495, 1.3774, -1.6068], [1.4711, -1.4218, -0.0792]], "lumo_ev": [0.61, -2.13], "homo_lumo_gap_ev": [8.15, 7.49], "multiplicity": 3, "s2": 2.01, "homo_ev": [-7.535, -9.622]}

Most stable to least stable: *1*, *2*

*1*
{"formula": "C2H9N5", "method": "ωB97M-V/def2-TZVPD", "elements": ["C", "C", "N", "N", "N", "N", "N", "H", "H", "H", "H", "H", "H", "H", "H", "H"], "positions_angstrom": [[-2.2961, 0.1954, -0.1016], [0.5789, 0.3541, 0.0345], [-1.2815, -0.5095, 0.2095], [0.7738, 1.6177, 0.1019], [1.3083, -0.7161, -0.0253], [-3.5072, -0.3240, -0.0054], [2.7653, -0.8456, -0.0167], [-2.2520, 1.2235, -0.4639], [-0.0172, 2.2534, 0.1610], [1.6775, 2.0891, 0.1142], [0.7876, -1.5977, -0.0293], [-4.3281, 0.1974, -0.2686], [-3.6315, -1.2729, 0.3264], [3.2364, 0.0590, 0.1666], [3.0707, -1.5122, 0.7240], [3.1153, -1.2115, -0.9271]], "lumo_ev": [-8.65, -8.65], "homo_lumo_gap_ev": [8.74, 8.74], "multiplicity": 1, "total_charge": 2, "homo_ev": [-17.397, -17.396]}

*2*
{"formula": "C2H9N5", "method": "ωB97M-V/def2-TZVPD", "elements": ["C", "C", "N", "N", "N", "N", "N", "H", "H", "H", "H", "H", "H", "H", "H", "H"], "positions_angstrom": [[-1.1840, 0.3976, -0.0113], [2.5800, 0.5934, 0.0114], [0.3338, 0.8240, -0.2278], [-1.6232, -0.8261, 0.0410], [-1.9212, 1.4521, 0.0007], [-0.7044, -1.8878, -0.1118], [1.2496, 0.0888, 0.0103], [3.2649, 0.1093, -0.6869], [2.6237, 1.6900, -0.2680], [2.8091, 0.4359, 1.1478], [-2.5068, -1.0533, 0.4352], [-1.3625, 2.2768, 0.0379], [-2.8944, 1.5062, -0.1116], [-0.9098, -2.1768, -1.1873], [-1.0193, -2.5878, 0.5407], [1.2644, -0.8423, 0.3797]], "lumo_ev": -10.93, "homo_lumo_gap_ev": 8.78, "multiplicity": 1, "total_charge": 2, "homo_ev": -19.714}

Most stable to least stable: *1*, *2*

*1*
{"formula": "CH2N2O2", "method": "ωB97M-V/def2-TZVPD", "elements": ["H", "N", "N", "C", "O", "O", "H"], "positions_angstrom": [[1.5064, -1.3699, 0.1449], [0.6265, -1.0053, -0.2636], [0.8416, 0.2273, -0.6437], [-0.2015, 0.9596, -0.2935], [-0.6479, 2.0492, -0.3726], [-0.7271, -0.1193, 0.8818], [-1.3979, -0.7415, 0.5467]], "lumo_ev": [-1.53, -1.73], "homo_lumo_gap_ev": [8.13, 8.04], "multiplicity": 1, "homo_ev": [-9.653, -9.770], "smiles": "[H]/N=N/C(=O)O"}

*2*
{"formula": "CH2N2O2", "method": "ωB97M-V/def2-TZVPD", "elements": ["C", "N", "N", "O", "O", "H", "H"], "positions_angstrom": [[-0.8784, 0.9603, 1.3750], [0.2920, 0.0738, -0.6674], [0.2435, -0.9940, -0.1278], [-0.5443, 1.2874, 0.2330], [0.7583, 0.5725, -1.5841], [-0.6525, -0.1583, 1.4117], [0.7814, -1.7417, -0.6404]], "lumo_ev": -0.10, "homo_lumo_gap_ev": 8.80, "multiplicity": 1, "homo_ev": -8.903}

Most stable to least stable: *1*, *2*

*1*
{"formula": "CH2N2O2", "method": "ωB97M-V/def2-TZVPD", "elements": ["C", "N", "N", "O", "O", "H", "H"], "positions_angstrom": [[-0.9946, -0.2857, -0.0229], [-0.0289, -0.7680, 0.7141], [-0.0240, 0.6247, 0.5164], [-1.9745, -0.3290, -0.6348], [1.1436, 1.0715, -0.1592], [0.0817, -1.7805, -0.9140], [1.7968, 1.4670, 0.5004]], "lumo_ev": [-2.08, -0.85], "homo_lumo_gap_ev": [7.93, 9.31], "multiplicity": 1, "homo_ev": [-10.010, -10.168]}

*2*
{"formula": "CH2N2O2", "method": "ωB97M-V/def2-TZVPD", "elements": ["O", "C", "N", "N", "O", "H", "H"], "positions_angstrom": [[-0.1325, 2.2255, -0.2057], [0.2656, 1.0355, -0.0273], [0.7242, 0.0529, 0.7564], [0.3025, -0.2766, -0.5910], [-0.8679, -0.9323, -0.7040], [0.2422, -0.3173, 1.7180], [-0.5342, -1.7877, -0.9464]], "lumo_ev": 0.58, "homo_lumo_gap_ev": 10.33, "multiplicity": 1, "homo_ev": -9.755, "smiles": "O=C1NN1O"}

*3*
{"formula": "CH2N2O2", "method": "ωB97M-V/def2-TZVPD", "elements": ["C", "N", "N", "O", "O", "H", "H"], "positions_angstrom": [[0.5616, 0.6091, -0.8398], [0.1643, -0.5650, -0.4593], [-0.4967, -0.6869, 0.8077], [-1.1255, 0.2250, 1.2414], [-0.4398, -1.7549, 1.2978], [0.9659, 0.5567, -1.7606], [0.3701, 1.6160, -0.2872]], "lumo_ev": -0.68, "homo_lumo_gap_ev": 10.41, "multiplicity": 1, "homo_ev": -11.085, "smiles": "C=N[N+](=O)[O-]"}

Most stable to least stable: *3*, *2*, *1*